A:
C5H3NO | ωB97M-V with the def2-TZVPD basis set

Cartesian coordinates (Å):
C: -0.2337 2.1136 0.8425
C: 0.4647 1.5009 0.0758
C: 0.4825 0.1096 -0.2633
C: -0.1226 -0.5312 -1.3713
N: -0.4195 -1.7743 -1.1019
O: -0.0228 -1.9850 0.1997
C: 0.4913 -0.8570 0.6917
H: -1.0170 2.3585 1.5158
H: -0.3833 -0.1010 -2.3302
H: 0.7603 -0.8340 1.7412

Properties
* SMILES string: C#Cc1cnoc1

B:
C5H3NO | ωB97M-V with the def2-TZVPD basis set

Cartesian coordinates (Å):
N: -1.8109 -2.5922 0.7177
C: -1.0853 -1.6756 0.5515
C: -0.3796 -0.3889 0.2554
C: 0.8661 -0.7716 0.2473
O: 1.6025 0.6224 -0.5891
C: 0.5985 1.4628 -0.6169
C: -0.5668 0.9451 -0.1557
H: 1.4928 -1.5211 0.6505
H: 0.7778 2.4772 -0.9626
H: -1.4952 1.4419 -0.0982

Least stable of them? A.

A:
C10H12N3O2 | ωB97M-V with the def2-TZVPD basis set

Cartesian coordinates (Å):
C: -2.8555 -2.1044 -0.0284
C: -1.5174 -1.4699 0.0356
C: -0.4393 -2.3787 -0.0456
C: 0.8613 -1.9008 -0.1195
C: 1.0804 -0.5022 -0.0393
C: -0.0219 0.3777 0.0606
C: -1.3846 -0.0796 0.1088
N: -2.4729 0.8085 -0.0153
O: -3.4925 0.5402 0.5907
O: -2.4022 1.7220 -0.8542
N: 0.4983 1.6279 0.2643
C: -0.1507 2.9760 0.2144
C: 1.8304 1.5318 0.1039
N: 2.2103 0.2804 -0.0656
C: 3.6749 -0.1291 -0.1982
H: -2.8698 -3.2018 -0.2368
H: -3.2059 -2.1751 1.0135
H: -3.5261 -1.5058 -0.8232
H: -0.5088 -3.3957 -0.1401
H: 1.6548 -2.4934 -0.1522
H: -0.7503 2.9527 1.0488
H: 0.4649 3.8412 0.2959
H: -0.9010 3.1192 -0.5656
H: 2.5963 2.2586 0.0642
H: 3.7282 -1.0429 0.5028
H: 3.8171 -0.4140 -1.2920
H: 4.0819 0.7569 0.2726

Properties
* total charge: +1
* SMILES string: Cc1ccc2c(c1[N+](=O)[O-])[n+](C)cn2C

B:
C10H12N3O2 | ωB97M-V with the def2-TZVPD basis set

Cartesian coordinates (Å):
C: -2.2433 -2.7099 -1.5564
C: -1.4014 -1.9607 -2.3200
C: 2.2256 0.7804 2.2768
C: 0.9371 0.4178 2.4762
C: -2.1902 -2.2175 -0.1843
C: -0.7854 -0.9765 -1.4198
C: 2.5295 0.3480 0.8699
C: 0.3825 -0.1475 1.3175
C: -0.7164 2.9855 -0.5908
C: -0.7758 -0.8456 1.1744
N: -1.1920 -1.3859 -0.0506
N: 0.2429 3.5774 -0.1249
N: -1.4002 1.9775 -0.8124
O: 1.3665 -0.1702 0.3712
O: 2.8925 1.5280 0.1576
H: -2.9277 -3.5245 -1.7691
H: -1.0417 -2.1586 -3.3595
H: 2.8660 1.4146 2.9037
H: 0.2629 0.8435 3.2401
H: -2.7073 -2.6316 0.5759
H: 0.4056 -0.8460 -1.4069
H: 3.3545 -0.4297 0.8774
H: -1.5359 -0.9302 1.9783
H: 0.5568 4.3573 -0.7251
H: -1.1915 0.0657 -1.5509
H: -2.4003 2.0565 -0.7372
H: 2.1761 1.8729 -0.2896

Properties
* total charge: +1

Least stable of them? A.

A:
C11H15N | ωB97M-V with the def2-TZVPD basis set

Cartesian coordinates (Å):
C: -1.1558 -0.4482 2.6131
C: 0.1310 -0.3095 1.8627
C: 1.4057 -0.1783 2.2904
N: 2.3306 -0.2921 1.2315
C: 1.5624 -0.6950 0.1161
C: 2.0426 -0.8163 -1.2172
C: 1.0073 -0.9826 -2.1068
C: -0.3532 -1.1132 -1.8541
C: -0.7427 -0.7958 -0.5523
C: 0.1930 -0.5029 0.4289
H: -1.9285 0.2272 2.2432
H: -1.0546 0.0223 3.6167
H: -1.4154 -1.5010 2.6241
H: 1.7385 0.1755 3.2463
H: 3.1622 -0.8670 1.4480
H: 3.1208 -0.8528 -1.3362
H: 1.2726 -1.0371 -3.1730
H: -1.0777 -1.6452 -2.4491
H: -1.7601 -0.8387 -0.2309
C: -2.2488 2.4933 -0.5781
C: -2.4771 2.3143 -2.0934
H: -1.3206 3.0290 -0.4080
H: -3.0258 3.1699 -0.1471
H: -2.3409 1.5061 -0.1285
H: -3.5588 2.2008 -2.2067
H: -2.0843 3.1655 -2.6604
H: -1.9638 1.4387 -2.4708

Properties
* SMILES string: Cc1c[nH]c2ccccc12.CC

B:
C11H15N | ωB97M-V with the def2-TZVPD basis set

Cartesian coordinates (Å):
C: -2.3727 -2.1688 0.4565
C: -2.0980 -0.7073 0.1971
C: -2.9502 0.2181 -0.3565
N: -2.3374 1.4361 -0.4408
C: -1.0698 1.3411 0.1259
C: -0.0359 2.2523 0.1607
C: 1.1899 1.8755 0.6923
C: 1.3966 0.5173 1.0002
C: 0.3976 -0.4507 0.8866
C: -0.8659 0.0164 0.4946
H: -2.3621 -2.2768 1.5447
H: -1.6128 -2.8100 0.0079
H: -3.3536 -2.5354 0.1572
H: -3.9223 -0.0501 -0.7129
H: -2.7526 2.3318 -0.5583
H: -0.2246 3.2871 -0.1138
H: 1.9048 2.6853 0.6853
H: 2.3796 0.1826 1.2973
H: 0.4269 -1.4971 1.1441
C: 2.8797 -1.8265 -1.3255
C: 4.2374 -1.1485 -1.1804
H: 2.6626 -2.2938 -0.3532
H: 2.0009 -1.2721 -1.6263
H: 2.9761 -2.7107 -1.9703
H: 4.2159 -0.5564 -0.2582
H: 4.4801 -0.5551 -2.0539
H: 5.1207 -1.7646 -0.9934

Properties
* SMILES string: Cc1c[nH]c2ccccc12.CC

Least stable of them? A.

A:
C11H15N | ωB97M-V with the def2-TZVPD basis set

Cartesian coordinates (Å):
C: -0.0402 3.0034 0.8685
C: -0.7223 1.8409 0.2405
C: -1.6359 1.0206 0.8686
N: -1.7909 -0.1510 0.1620
C: -0.9665 -0.0589 -0.9669
C: -1.0037 -1.0437 -1.9697
C: -0.4206 -0.6161 -3.1654
C: 0.4853 0.4779 -3.0871
C: 0.6324 1.3047 -2.0100
C: -0.3246 1.2001 -0.9740
H: 0.0086 3.9692 0.3710
H: 1.0707 2.7419 0.8890
H: -0.0922 3.0880 1.9467
H: -2.0490 1.0674 1.8691
H: -2.2173 -0.9704 0.5511
H: -1.5449 -1.9576 -1.8303
H: -0.3100 -1.3866 -3.9344
H: 1.3223 0.4615 -3.7681
H: 1.4167 1.9800 -1.7118
C: 1.1235 -2.0407 1.2524
C: 0.8819 -2.0133 2.7612
H: 0.5144 -1.3576 0.6548
H: 2.0684 -1.5847 1.0215
H: 1.2693 -2.9049 0.5920
H: 0.4409 -2.9734 3.0263
H: 0.1026 -1.2514 2.9995
H: 1.7810 -1.8452 3.3436

Properties
* SMILES string: Cc1c[nH]c2ccccc12.CC

B:
C11H15N | ωB97M-V with the def2-TZVPD basis set

Cartesian coordinates (Å):
C: 0.9047 0.2465 -3.5586
C: -0.1185 -0.2359 -2.5872
C: -1.1149 -1.0816 -3.0119
N: -2.0301 -1.1858 -2.0094
C: -1.6653 -0.5033 -0.8717
C: -2.4247 -0.2229 0.2588
C: -1.9424 0.7486 1.1626
C: -0.7320 1.3722 0.7899
C: 0.0627 1.0866 -0.3208
C: -0.4560 0.2380 -1.2840
H: 1.1964 -0.2289 -4.5407
H: 1.8826 0.3614 -3.0095
H: 0.6076 1.2339 -3.9642
H: -1.2111 -1.7023 -3.8809
H: -2.8189 -1.8073 -2.0370
H: -3.3057 -0.8368 0.4556
H: -2.6147 1.0380 1.9614
H: -0.3695 2.0241 1.5926
H: 1.0135 1.5479 -0.4188
C: 1.6008 -0.8613 3.5205
C: 2.3263 0.2737 2.8362
H: 0.7797 -0.5355 4.1843
H: 0.9164 -1.3371 2.8261
H: 2.3013 -1.4534 4.1136
H: 3.3944 0.3252 3.0114
H: 1.6703 1.1789 3.0181
H: 2.1472 0.3172 1.7637

Properties
* SMILES string: Cc1c[nH]c2ccccc12.CC

Least stable of them? A.

A:
C11H15N | ωB97M-V with the def2-TZVPD basis set

Cartesian coordinates (Å):
C: -2.3658 0.6987 0.9187
C: -1.7184 1.7920 0.2399
N: -0.3614 1.4844 -0.1402
C: -0.0161 1.5095 -1.6971
C: 0.2672 0.0331 -2.1513
C: 0.4647 -0.8762 -0.7357
C: 0.3688 -2.2207 -0.6924
C: 1.2061 -2.8611 0.3239
C: 1.6081 -2.3177 1.6111
C: 1.7341 -0.8337 1.4576
C: 1.1871 -0.2712 0.4959
C: 0.7416 1.2452 0.7796
H: -2.5003 -0.1268 0.2963
H: -1.7961 0.3507 1.7653
H: -3.4763 0.7030 1.1342
H: -1.7012 2.5538 1.1334
H: -2.3244 2.0569 -0.7850
H: -1.0620 2.0775 -1.9148
H: 0.9868 2.1350 -2.0147
H: 1.0655 -0.3696 -2.7842
H: -0.7037 -0.3900 -2.6197
H: 0.2753 -2.5346 -1.8006
H: 1.4792 -4.0046 0.1443
H: 2.2555 -2.8826 2.4343
H: 2.2622 -0.3475 2.1777
H: 1.5769 1.9124 0.6785
H: 0.5465 1.4841 1.7450

Properties
* SMILES string: CCN1CCc2ccccc2C1

B:
C11H15N | ωB97M-V with the def2-TZVPD basis set

Cartesian coordinates (Å):
C: 1.3855 3.1563 0.1260
C: 0.3262 2.5458 -0.7954
C: -0.9821 3.0555 -1.0785
N: -1.7938 2.0356 -1.6014
C: -1.0420 0.8892 -1.6872
C: -1.3077 -0.3998 -1.9128
C: -0.3850 -1.3853 -1.9411
C: 0.9440 -1.0675 -1.4654
C: 1.2465 0.2539 -0.9970
C: 0.2367 1.1805 -1.1549
H: 1.0497 4.1369 0.4155
H: 2.2304 3.3643 -0.4662
H: 1.4972 2.4237 1.0018
H: -1.3435 4.1445 -1.2195
H: -2.8205 2.0695 -1.4422
H: -2.3472 -0.5993 -2.1823
H: -0.2913 -2.4595 -2.3351
H: 1.7946 -1.7496 -1.4149
H: 2.2145 0.4315 -0.4378
C: 0.3838 -2.8857 3.1157
C: -0.6214 -2.5626 1.9652
H: 1.4044 -2.7481 2.8584
H: 0.3042 -2.2468 4.0521
H: 0.4702 -3.9991 3.3931
H: -0.6338 -1.5633 1.6642
H: -0.2969 -3.1678 1.2385
H: -1.6228 -2.8527 2.3012

Properties
* SMILES string: Cc1c[nH]c2ccccc12.CC

C:
C11H15N | ωB97M-V with the def2-TZVPD basis set

Cartesian coordinates (Å):
C: 2.4880 -2.4842 -1.7976
C: 1.3117 -1.6917 -1.5619
C: 0.0033 -2.3596 -1.5512
N: -0.9200 -1.5160 -1.0117
C: -0.3068 -0.2895 -0.7147
C: -0.8400 0.9996 -0.4442
C: 0.0196 2.0620 -0.0825
C: 1.4315 1.9723 -0.2742
C: 1.8892 0.7782 -0.9007
C: 1.0897 -0.3515 -1.0964
H: 2.4607 -3.3680 -2.4626
H: 3.0398 -2.9675 -0.9241
H: 3.4215 -2.0307 -2.1094
H: -0.0836 -3.3588 -1.6175
H: -1.8914 -1.7312 -0.7595
H: -1.7957 1.1702 -0.4714
H: -0.5063 2.9817 0.2322
H: 2.1044 2.8317 -0.1081
H: 2.9667 0.6998 -1.1305
C: -1.8128 1.3545 3.3860
C: -3.2366 1.3820 4.0462
H: -2.0588 1.3341 2.3122
H: -1.3687 2.2625 3.7371
H: -1.1530 0.4548 3.5613
H: -3.4231 1.5294 5.0797
H: -3.6180 0.4525 4.1555
H: -3.8757 2.1196 3.5343

Properties
* SMILES string: Cc1c[nH]c2ccccc12.CC

Least stable of them? A.

A:
C5H5NOS | ωB97M-V with the def2-TZVPD basis set

Cartesian coordinates (Å):
S: -1.0470 2.3442 -2.0486
C: -0.4191 0.9412 -1.6540
C: -1.0128 0.0464 -0.6698
C: 0.0539 -0.4898 0.3071
C: 0.7266 0.5693 1.1153
N: 1.5402 0.0057 1.9698
O: 1.4811 -1.3172 1.7935
C: 0.5535 -1.6506 0.8600
H: 0.4852 0.5484 -2.1223
H: -1.7517 0.8151 -0.1282
H: -1.4271 -0.7543 -1.1998
H: 0.3351 1.7244 1.0842
H: 0.4821 -2.7827 0.6928

Properties
* SMILES string: S=CCc1cnoc1

B:
C5H5NOS | ωB97M-V with the def2-TZVPD basis set

Cartesian coordinates (Å):
N: -0.2338 3.1960 -0.2197
C: -0.0401 2.0425 0.0334
C: 0.2074 0.6569 0.6289
C: 1.4736 -0.2321 0.3560
S: 2.9220 0.2666 0.0069
C: 0.6152 -1.4081 -0.2815
C: -0.5498 -0.3840 -0.2262
O: -1.8551 -0.8034 0.2383
H: -0.0571 0.6084 1.7285
H: 0.0399 -2.1093 0.5218
H: 0.9340 -1.7607 -1.2154
H: -0.8888 0.0689 -1.1098
H: -2.5673 -0.1418 -0.4611

Properties
* SMILES string: N#C[C@@H]1C(=S)C[C@H]1O

C:
C5H5NOS | ωB97M-V with the def2-TZVPD basis set

Cartesian coordinates (Å):
C: -0.2487 2.3930 0.7177
C: 0.5805 1.4506 0.4358
N: 1.4606 0.7154 0.0952
C: 2.0482 -0.3668 -0.4385
O: 2.3904 -1.3716 0.0891
H: -0.5883 3.0659 0.0426
H: -0.9119 2.1111 1.5719
H: 2.2409 -0.2395 -1.5838
C: -1.0953 -2.0674 -0.0788
C: -1.7740 -0.9790 -0.0336
S: -2.4105 0.3924 -0.1814
H: -1.5659 -3.0282 -0.0481
H: -0.1258 -2.0758 -0.5880

Properties
* SMILES string: C=C=NC=O.C=C=S

Least stable of them? B.

A:
C23H29GeN11OS2Zr | ωB97M-V with the def2-TZVPD basis set

Cartesian coordinates (Å):
Zr: -0.1292 -0.8402 0.3174
C: 4.1658 -0.9757 1.6530
C: 2.7588 -1.2380 1.2094
N: 1.7265 -0.3732 1.4574
N: 1.9849 0.7288 2.2398
C: 1.0578 1.6239 2.4852
N: 1.4862 2.7479 3.1136
S: -0.5542 1.3760 2.0356
C: 2.4170 -2.3872 0.4961
C: 3.3743 -3.3152 0.0039
C: 2.9650 -4.4824 -0.5582
C: 1.5765 -4.7799 -0.6534
C: 0.6908 -3.8348 -0.2552
N: 1.0600 -2.6346 0.2793
H: 4.2114 -0.4214 2.5915
H: 4.7316 -0.4178 0.8969
H: 4.6849 -1.9149 1.8368
H: 2.9357 0.9571 2.4549
H: 2.3861 3.0987 2.8030
H: 0.7791 3.4558 3.1974
H: 4.4249 -3.0625 0.0490
H: 3.6959 -5.1809 -0.9483
H: 1.2220 -5.7145 -1.0671
H: -0.3691 -3.9969 -0.3535
C: -4.4403 -0.3737 1.3563
C: -2.9914 -0.7243 1.3305
N: -2.2345 -0.5222 0.2852
N: -2.7413 0.0732 -0.8654
C: -2.2415 -0.4773 -1.9464
N: -2.5304 0.1275 -3.1258
S: -1.2649 -1.9154 -1.9512
C: -2.3168 -1.3466 2.4431
C: -2.9391 -1.6160 3.6611
C: -2.2191 -2.1902 4.6814
C: -0.8716 -2.5103 4.4721
C: -0.3237 -2.2481 3.2445
N: -1.0115 -1.6888 2.2333
H: -4.7221 0.0618 0.4039
H: -5.0507 -1.2640 1.5330
H: -4.6509 0.3463 2.1528
H: -3.2775 0.8031 -3.1263
H: -2.3817 -0.4089 -3.9585
H: -3.9854 -1.3623 3.7897
H: -2.6891 -2.3996 5.6350
H: -0.2685 -2.9570 5.2514
H: 0.7079 -2.4954 3.0284
O: 0.7050 0.0826 -1.2612
N: 1.0969 1.3915 -1.0520
C: 2.5157 1.5684 -0.9662
C: 3.0720 2.5648 -0.1551
N: 3.5486 3.3392 0.5692
C: 3.3700 0.5588 -1.4905
N: 4.0957 -0.2251 -1.9358
C: -1.7006 4.6363 -0.4252
Ge: 0.0184 4.2442 -1.2467
C: 1.3551 5.5274 -0.6767
C: -0.1682 4.3119 -3.1881
C: 0.1725 2.2856 -1.0022
H: -2.0468 5.6258 -0.7394
H: -1.6302 4.6095 0.6633
H: -2.4378 3.8868 -0.7374
H: 0.8155 6.3973 -0.2899
H: 1.9421 5.8363 -1.5449
H: 2.0359 5.1550 0.0827
H: -0.2530 5.3491 -3.5251
H: -1.0618 3.7642 -3.4993
H: 0.7025 3.8576 -3.6663
H: -0.8098 1.8397 -1.1265

B:
C23H29GeN11OS2Zr | ωB97M-V with the def2-TZVPD basis set

Cartesian coordinates (Å):
Zr: -0.0067 -0.3303 0.0339
C: 3.5007 -2.8046 0.9060
C: 2.4839 -1.9073 0.2590
N: 1.7781 -1.0125 0.9981
N: 2.2095 -0.6566 2.2522
C: 1.9936 0.6109 2.6219
N: 2.3413 1.0349 3.8660
S: 1.3835 1.6848 1.4780
C: 2.2168 -1.8492 -1.1151
C: 2.7318 -2.7562 -2.0858
C: 2.5772 -2.5065 -3.4147
C: 1.8797 -1.3447 -3.8179
C: 1.3211 -0.5516 -2.8505
N: 1.4258 -0.7640 -1.5264
H: 4.1556 -2.2155 1.5516
H: 3.0143 -3.5716 1.5119
H: 4.1165 -3.2910 0.1577
H: 2.3966 -1.3743 2.9549
H: 2.2155 0.3850 4.6285
H: 2.0381 1.9777 4.0620
H: 3.2286 -3.6536 -1.7510
H: 2.9761 -3.1817 -4.1571
H: 1.7600 -1.1074 -4.8636
H: 0.7705 0.3403 -3.1422
C: -2.3118 -2.5355 -3.1087
C: -1.7195 -1.4659 -2.2386
N: -1.0162 -1.7996 -1.1663
N: -0.7317 -3.1050 -1.0041
C: -0.3768 -3.4882 0.1972
N: 0.0966 -4.7669 0.3224
S: -0.5336 -2.5235 1.6063
C: -1.8528 -0.0686 -2.4873
C: -2.5653 0.4755 -3.5769
C: -2.6098 1.8357 -3.7404
C: -1.9420 2.6597 -2.8325
C: -1.2450 2.0770 -1.7886
N: -1.1998 0.7531 -1.6138
H: -2.7152 -3.3190 -2.4688
H: -3.1017 -2.1482 -3.7416
H: -1.5444 -2.9943 -3.7326
H: -0.0983 -5.3715 -0.4625
H: 0.0012 -5.1813 1.2357
H: -3.0550 -0.1746 -4.2821
H: -3.1521 2.2751 -4.5637
H: -1.9554 3.7313 -2.9467
H: -0.8945 2.6476 0.2084
O: -1.4748 0.3793 1.0773
N: -2.2345 0.8247 2.0517
C: -1.9268 0.5263 3.2906
C: -2.7686 0.9977 4.3203
N: -3.4231 1.3617 5.1901
C: -0.8018 -0.2013 3.7294
N: 0.1534 -0.7327 4.0975
C: 0.8873 5.2454 0.6775
Ge: -0.2142 4.8243 -0.9151
C: -1.9066 5.8769 -0.8618
C: 0.7526 5.2959 -2.5928
C: -0.4618 2.8472 -0.7814
H: 1.1771 6.2911 0.7085
H: 1.7841 4.6328 0.6877
H: 0.3253 5.0190 1.5788
H: -1.6742 6.9032 -1.1315
H: -2.3380 5.8779 0.1331
H: -2.6550 5.5054 -1.5535
H: 0.7149 6.3708 -2.7479
H: 0.3066 4.8133 -3.4572
H: 1.7959 4.9999 -2.5440
H: 0.5528 2.4180 -0.7753

Least stable of them? A.

A:
C2H3F2N | ωB97M-V with the def2-TZVPD basis set

Cartesian coordinates (Å):
H: 0.6955 0.2674 2.2807
N: 0.3543 -0.3746 1.5690
C: 0.2972 0.2613 0.5143
F: 0.5926 1.5655 0.3523
C: -0.4183 -0.2629 -0.9825
F: -0.1830 -1.5607 -1.3223
H: -1.4143 -0.3090 -0.6419
H: 0.0759 0.4129 -1.7694

Properties
* SMILES string: [H]/N=C(\F)CF

B:
C2H3F2N | ωB97M-V with the def2-TZVPD basis set

Cartesian coordinates (Å):
C: 0.5837 -0.0446 -0.0839
C: -2.7167 0.2062 -0.2240
N: 1.6100 -0.3528 -0.5146
F: -1.9319 1.1470 0.3772
F: -1.9410 -0.9030 -0.5033
H: -3.2676 0.4406 -1.2206
H: -3.4746 -0.2092 0.4522
H: 2.4918 -0.6130 -0.7680

Least stable of them? B.

A:
C2H3F2N | ωB97M-V with the def2-TZVPD basis set

Cartesian coordinates (Å):
F: 0.7976 -1.4000 0.9392
C: 0.5228 -0.5998 -0.0709
N: 0.6286 0.8409 0.1234
C: -0.6896 0.2405 -0.1431
F: -1.1374 0.4026 -1.4874
H: 0.7145 -1.0631 -1.0307
H: 0.7097 1.2139 1.0723
H: -1.5463 0.3651 0.5973

Properties
* SMILES string: F[C@@H]1N[C@H]1F

B:
C2H3F2N | ωB97M-V with the def2-TZVPD basis set

Cartesian coordinates (Å):
F: -0.3523 -1.3909 1.0640
C: -0.4363 -0.4195 0.1855
F: -1.6022 -0.8315 -0.8538
C: 0.6415 0.2430 -0.5337
N: -0.2817 0.9239 0.3867
H: 1.6023 0.0518 -0.0074
H: 0.3399 0.4346 -1.5988
H: 0.0889 0.9886 1.3574

Properties
* SMILES string: FC1(F)CN1

Least stable of them? B.